Entry from the OMol25 dataset: a structure of composition C38H36IN14OSSiY in a non-equilibrium geometry (ωB97M-V with the def2-TZVPD basis set).

Results
LUMO: 3.85 eV
Total charge: -2
ΔE to the lowest compared entry with this formula, charge and spin: 44.6 kcal per mole

Geometry as XYZ:
```
93
Properties=species:S:1:pos:R:3:forces:R:3
H 2.240932 -6.578700 0.823129 -0.07 -0.04 0.01
C -0.720817 -5.556013 -1.503775 -0.02 -0.03 0.08
H 3.472198 -2.597540 -0.322595 -0.02 0.13 0.00
H 0.575497 -6.159154 2.091102 0.04 -0.03 -0.01
N -2.220519 2.226766 2.590444 0.00 0.07 -0.23
H 4.057707 -4.682294 2.049951 0.05 -0.04 0.00
C 0.986737 -4.405469 -2.688774 0.01 0.05 -0.05
C 1.088216 4.168674 1.080803 -0.02 -0.03 0.00
C -5.350148 0.242522 -3.473791 -0.02 0.01 -0.02
C -1.057351 -6.255693 -2.655476 -0.04 -0.05 0.03
H 3.533790 -3.936292 -1.470147 -0.03 0.01 -0.11
H 3.245345 4.539198 -1.924804 -0.01 -0.01 0.03
C -3.798145 0.538618 -1.662147 -0.06 0.06 0.07
N 1.406925 -1.724115 2.861532 0.13 0.00 -0.10
H 2.573913 0.681414 1.766865 -0.04 -0.02 0.04
C 3.615510 -3.671616 -0.416344 -0.03 -0.02 0.00
C -0.387082 -4.356173 1.432444 0.07 0.09 -0.03
H -0.556767 3.171654 0.198234 -0.01 -0.02 0.01
H -1.874527 -6.966390 -2.635882 -0.03 -0.03 0.01
H -2.456878 -1.861837 -5.286611 0.01 0.00 0.01
Si 0.861895 -3.747449 0.128246 0.06 -0.10 0.09
H -0.604914 -6.593457 -4.726664 0.01 -0.01 0.00
C 3.368542 3.084162 -3.474093 0.23 0.03 -0.21
C 3.517819 0.858288 -3.600842 -0.09 -0.07 0.00
H 0.293301 -1.587819 -2.048643 0.05 -0.03 0.04
N -1.618895 1.017696 2.705072 0.09 -0.20 -0.03
H 4.824653 1.047324 -5.225236 -0.05 0.02 0.06
H -1.299888 -0.360529 5.619315 0.00 0.01 -0.04
H -0.217159 -2.252700 -4.318195 0.12 -0.10 -0.07
N 2.940409 1.908380 -2.915332 0.18 -0.02 -0.13
S 3.398944 -0.767959 -3.337580 0.01 -0.08 0.01
H -1.631688 -2.660976 1.044519 -0.14 -0.17 0.01
N -2.388686 1.689442 4.668193 0.08 -0.16 0.01
C -0.128946 -1.019922 4.130389 -0.05 0.05 0.00
N -1.275816 -0.410554 4.612511 0.00 -0.05 0.00
C -2.474906 -3.868591 2.594935 -0.05 0.00 0.00
C 2.622441 -4.453656 0.455115 0.00 0.03 0.00
N 3.600524 6.150484 2.483366 0.05 0.09 0.03
I -3.321764 1.500283 0.124770 0.03 -0.09 -0.05
O 0.790910 -2.158798 0.038743 -0.70 1.10 0.25
C 3.017288 5.208568 2.171175 0.05 0.08 0.02
N 0.224454 -1.057758 2.844624 0.17 -0.21 0.25
H -1.113492 -6.732695 3.757412 0.00 -0.02 0.02
C -0.974527 -1.734408 -3.749874 -0.04 -0.01 0.06
C -2.202033 -1.513767 -4.290021 0.06 -0.06 -0.06
C 2.821429 2.771479 2.010490 0.03 0.04 -0.16
C 0.310957 -4.618628 -1.485101 0.01 0.08 0.11
C 2.955360 4.413854 -2.968561 0.02 0.03 -0.03
C -2.334978 -5.017301 3.358926 -0.05 0.01 0.04
Y -0.426118 -0.266794 0.671566 0.20 -0.90 -0.04
C -3.163468 -0.793618 -3.549253 -0.01 0.01 0.01
H -3.069618 -5.261756 4.116739 -0.01 -0.01 0.00
C 2.745236 -5.939483 0.096769 0.01 -0.01 -0.02
H 1.227174 -4.924469 -4.752565 0.02 0.00 -0.01
H 2.341037 -6.166792 -0.890339 0.01 -0.02 -0.04
H 1.353795 2.496103 -1.894173 -0.03 -0.12 0.09
C 2.134940 1.654272 1.557840 0.01 -0.11 0.04
C -2.818901 -0.307895 -2.251801 0.07 0.04 0.00
N 1.696866 -2.051758 4.065174 0.12 -0.11 0.11
H 2.381405 -4.769386 2.609514 -0.02 0.00 0.05
C 0.409588 3.030555 0.674515 0.05 -0.04 -0.05
H -4.648454 -0.943796 -5.098649 0.00 -0.01 -0.01
C -4.431323 -0.528231 -4.119976 0.00 -0.03 -0.05
H 3.755302 2.670355 2.549487 0.01 0.01 0.01
C -1.744495 0.739781 3.999412 0.00 0.01 0.03
C -0.684960 -1.325112 -2.427181 0.02 0.17 -0.04
H -1.276434 -5.748456 -0.594527 -0.05 -0.01 0.04
N -2.672549 2.604667 3.731851 -0.07 0.13 0.07
H 3.803756 -6.228643 0.098493 0.03 0.00 0.04
C -1.556664 -0.617929 -1.614603 -0.18 0.01 -0.15
C -0.348120 -6.048217 -3.825430 -0.03 -0.05 -0.09
H 3.433545 5.179683 -3.573114 0.01 0.02 0.00
H 4.638697 -3.909612 -0.102011 0.05 -0.03 0.00
H 1.873701 4.538943 -3.029643 -0.02 0.01 0.00
C -5.014169 0.806679 -2.229954 0.05 -0.01 0.04
C -1.513390 -3.562236 1.646295 0.04 0.20 -0.08
N 4.159949 2.866412 -4.480212 -0.09 0.28 0.09
C -0.278771 -5.506058 2.211911 0.06 -0.07 -0.05
N 0.743453 -1.627459 4.915474 -0.17 0.10 -0.01
H -3.318776 -3.207571 2.746725 -0.02 0.01 0.00
C -1.236292 -5.837847 3.158969 -0.01 -0.05 0.07
C 3.051306 -4.267398 1.910834 -0.02 -0.01 0.02
H 2.537999 1.793998 -0.959307 -0.04 0.02 -0.04
C 0.903113 1.728155 0.881068 0.14 0.30 0.03
C 2.303694 4.040548 1.753531 -0.04 -0.10 -0.02
H -6.316566 0.446847 -3.916863 -0.04 0.00 -0.02
H 3.068420 -3.218410 2.189131 0.01 0.05 0.02
H 0.672007 5.154237 0.911040 0.01 0.02 -0.01
H -5.711398 1.463583 -1.729106 -0.04 0.04 0.03
H 1.758806 -3.650128 -2.741111 0.12 0.08 0.01
N 2.056726 1.768987 -1.853633 0.10 -0.22 -0.19
C 0.680308 -5.118222 -3.836945 0.00 0.10 -0.10
N 4.245050 1.503979 -4.544504 -0.18 -0.05 0.26
```
Positions in Å, forces in eV/Å.

***

Entry from the OMol25 dataset: a structure of composition C38H36LuN6O3S5 in a non-equilibrium geometry (ωB97M-V with the def2-TZVPD basis set).

Results
LUMO: -3.65 eV
Total charge: +1
ΔE to the lowest compared entry with this formula, charge and spin: 1.8 kcal per mole

Geometry as XYZ:
```
89
Properties=species:S:1:pos:R:3:forces:R:3
H -0.399955 2.103643 -1.459852 0.58 0.46 0.71
C 6.566936 1.010140 -1.192442 0.11 -0.94 -0.59
H 1.815193 -1.884057 4.840362 -0.68 -0.49 -0.33
H -2.240214 5.016611 -5.278345 -0.04 0.22 -0.09
C -3.948810 3.375710 -2.868801 -0.34 0.63 -0.05
C -2.894572 0.190651 -1.912973 -0.10 0.30 -0.37
C -2.961068 4.875927 -4.487368 0.32 -0.63 0.27
C -0.737848 -3.759423 0.185066 -0.32 -0.76 -0.07
C 0.666419 -5.399830 -0.764444 1.96 -2.25 -1.76
C 3.630983 -2.500506 -1.204894 1.67 1.06 -0.96
H -0.410552 4.312581 2.792903 0.54 -0.24 -0.85
H 0.858419 4.816003 1.636865 0.46 0.67 0.15
Lu -0.198863 -0.369338 0.399666 -0.23 -1.08 -0.27
H 5.612798 -1.687724 -1.706421 -0.31 -0.06 -0.07
C 0.931575 -2.274528 4.269218 0.19 0.67 1.01
C -1.134922 -1.655991 2.998568 0.84 0.58 -0.43
O -1.497853 -0.994450 1.898178 0.16 -0.60 1.13
N -2.813653 1.477869 -2.023096 1.28 -0.57 -0.12
H 0.535827 2.095787 2.613966 0.39 0.43 -0.48
H 3.207551 -5.704625 -2.020467 -0.71 -0.04 0.71
H 1.716533 2.758638 1.402988 0.42 -0.25 -0.01
H -1.038204 0.574651 4.330541 0.89 -0.22 0.23
H -0.387786 -0.392218 5.664700 0.17 0.02 -0.65
S -1.602276 -1.021102 -1.831938 0.06 1.05 0.77
H 7.080558 0.319056 -1.864689 -0.46 0.17 0.07
H -2.183309 -5.609023 1.964235 -0.23 0.28 0.73
H -1.101934 4.278098 -1.321882 -0.37 -0.10 0.17
C 3.006851 0.008119 -0.292642 1.74 2.39 0.45
O 0.939577 -0.606009 2.542146 0.12 0.39 -0.06
H 4.858542 -4.056599 -2.049475 1.47 -0.23 -0.65
C 1.302312 -3.125066 -0.611626 2.15 0.56 0.48
C 6.442664 2.940337 0.087258 0.06 0.04 -0.46
N -0.926574 4.342715 0.762476 -0.17 0.16 0.30
H 1.255489 2.459451 -0.798787 -0.38 0.79 -0.42
C 5.352510 0.792335 -0.595985 -0.17 0.71 0.06
C -3.091147 3.615991 -3.939171 0.58 -1.18 0.33
C -4.707601 5.657378 -3.046581 0.12 -0.91 1.18
H -1.650377 -3.536587 0.702796 -0.35 0.40 0.14
H 0.693152 0.671701 4.795847 0.72 0.50 -0.04
C -1.451685 -6.236530 0.136466 1.22 0.17 -2.52
H -5.524192 4.230364 -1.634485 0.68 -0.03 -0.61
N 0.139485 -2.799797 0.012327 0.65 0.28 -0.37
C 0.159779 -1.100740 3.680863 -0.32 -1.01 -0.76
H 1.852875 -0.745164 2.816608 0.19 0.19 -0.41
C 3.934929 -3.823940 -1.632409 -2.66 -0.23 0.83
H 0.253967 -2.839757 4.915019 0.29 0.25 0.17
C -2.605948 -8.432698 0.192371 -0.32 0.01 1.33
N -0.083281 1.996735 0.626286 0.68 -0.96 0.23
H -3.499156 -8.099165 2.082437 0.06 0.53 0.33
S -6.625046 1.688718 -2.738789 -0.43 -0.28 0.00
H -2.910432 -9.477368 0.040586 0.03 0.73 -0.06
C 0.678326 2.692002 1.687092 -1.19 -0.29 0.65
C -2.168824 -6.390676 1.241725 -1.50 -1.12 1.05
O -1.613670 -2.654564 3.457255 -0.88 -0.17 -0.27
H 8.086610 2.595840 -1.258304 0.08 -0.06 -0.02
C -5.119608 1.214053 -2.357536 0.93 1.28 -0.17
C 1.652457 -4.422198 -0.964361 0.05 -0.74 -0.72
C 0.069850 4.111582 1.797763 -0.40 0.27 0.74
H 2.773651 1.000196 0.139262 0.02 -0.56 -0.36
H 1.250535 -2.978048 3.517438 0.19 -0.09 -0.47
C 4.310737 -0.213606 -0.758889 1.36 -2.13 -1.29
N 2.082506 -0.868342 -0.287029 -1.44 -2.16 -0.33
C 2.396612 -2.132808 -0.721142 -2.87 -0.16 0.71
C -0.365684 4.118910 -0.535638 0.80 0.05 -1.18
H -2.837402 3.671994 0.292355 -0.02 -0.35 -0.18
S -4.522851 -0.389170 -2.060943 -0.40 -0.21 0.05
H -3.703803 6.867773 -4.414120 0.26 0.65 -0.28
C -2.872372 -7.665816 1.318799 0.92 -0.30 -1.71
H -2.498833 2.749526 -4.257847 -0.10 0.54 -0.17
C 0.174435 2.647904 -0.655226 -0.31 -0.24 -0.93
N -4.005942 2.080685 -2.273729 -0.85 -1.24 0.07
H -2.071633 1.394229 0.307820 -0.06 0.03 -0.50
C 4.603137 -1.484076 -1.354780 -0.81 1.81 2.07
H 0.903726 -6.478250 -1.085361 -0.38 1.75 0.68
C 2.958491 -4.757205 -1.528567 0.36 0.38 -0.55
C -4.773252 4.393683 -2.432838 -1.10 0.58 0.60
H -1.559316 1.467856 1.926678 -0.24 0.53 0.39
C -0.128490 0.006055 4.661106 -1.99 -0.05 0.46
C -3.738617 5.897055 -3.979068 -0.30 0.23 -0.93
C -1.495221 2.024376 0.988078 -0.95 -0.96 0.19
S 5.001604 2.086781 0.475949 0.32 0.88 0.28
C -0.526336 -5.096699 -0.237238 -1.67 -0.79 1.60
C 7.158642 2.232579 -0.846805 0.03 0.75 0.78
H -2.372664 3.713420 1.980767 -0.69 -0.04 0.70
S -1.570282 -7.668352 -0.915666 0.19 1.02 0.47
H 6.681003 3.942492 0.471722 -0.28 -0.77 -0.03
H -5.349738 6.460377 -2.718809 -0.11 -0.03 0.06
H 0.367635 4.904377 -0.733307 0.39 -0.31 0.12
C -2.043096 3.449116 1.000232 0.39 0.44 0.12
```
Positions in Å, forces in eV/Å.

***

- Among the records above, which one has the lowest LUMO?
  C38H36LuN6O3S5

***

- What is the total charge in the first record?
  -2

***

- What is the formula in the first record?
  C38H36IN14OSSiY